[1]
ORCA calculation (ωB97M-V/def2-TZVPD) on a structure of composition C16H42BF4N2O6 at a distorted geometry.

Each line ends with the Löwdin charge.
Positions of all 71 atoms, in Å:
B (-0.3821, -0.1538, -0.5113)  -1.4159
F (-0.3230, -0.4148, 0.8487)  0.1620
F (0.3645, -1.1182, -1.1397)  0.1477
F (-1.6444, -0.2282, -1.0308)  0.1581
F (0.0457, 1.0550, -0.8756)  0.2109
C (0.2569, 3.2533, -3.4499)  -0.0250
C (-0.0191, 4.7218, -3.6279)  -0.2788
N (-0.1934, 5.7720, -3.7460)  0.1221
H (-0.5747, 2.6717, -3.1388)  0.0559
H (0.2886, 2.8578, -4.4619)  0.0829
H (0.9237, 3.0079, -2.7143)  0.0294
C (-3.6872, 1.2325, -3.2992)  -0.0676
C (-4.7575, 0.1987, -3.5692)  -0.2444
N (-5.6889, -0.5765, -3.7437)  0.0754
H (-3.9936, 1.7184, -2.2571)  0.1245
H (-2.6834, 0.5314, -3.1065)  0.1405
H (-3.3141, 1.8374, -3.9503)  -0.0276
C (2.3273, -4.9371, 1.1512)  -0.0982
C (1.6319, -4.1386, 0.1207)  -0.3770
O (1.0236, -3.0805, 0.7056)  -0.0620
H (1.5791, -5.4416, 1.6848)  0.0475
H (3.1206, -4.3706, 1.5236)  0.0687
H (2.8457, -5.7736, 0.7205)  0.0711
H (0.9128, -4.7187, -0.4703)  0.1197
H (2.4762, -3.8075, -0.5532)  0.1281
H (0.6691, -2.4351, 0.0806)  0.0632
C (4.3984, 2.3580, -0.4552)  -0.0214
C (2.8076, 2.2458, -0.0449)  -0.2263
O (2.6221, 2.8982, 1.2132)  -0.0922
H (4.7772, 3.2881, -0.6382)  0.0297
H (4.5315, 1.7144, -1.2563)  0.0234
H (4.9568, 1.8374, 0.2519)  0.0427
H (2.5507, 1.1278, 0.1618)  0.1331
H (2.0722, 2.4581, -0.7039)  0.0323
H (1.7470, 3.0061, 1.5178)  0.0134
C (2.5929, 0.3631, -5.2825)  -0.0765
C (2.4333, 0.0592, -3.7578)  -0.3691
O (1.1238, -0.1314, -3.5231)  -0.0398
H (2.1112, -0.6200, -5.8733)  0.1360
H (3.6498, 0.4839, -5.6456)  0.0776
H (2.1924, 1.1707, -5.6412)  -0.0293
H (2.8502, 0.9340, -3.4029)  0.0684
H (3.1153, -0.7905, -3.5142)  0.1262
H (1.0018, -0.3072, -2.5863)  0.0497
C (-0.0307, 3.2057, 4.2949)  -0.0620
C (-0.4541, 2.0501, 3.4229)  -0.2934
O (0.3844, 2.0130, 2.3069)  -0.0615
H (-0.5494, 4.0576, 4.1375)  0.0200
H (0.9717, 3.5380, 4.4096)  0.0670
H (-0.4158, 2.8152, 5.3287)  0.1134
H (-1.4755, 2.1900, 3.1448)  0.1104
H (-0.3090, 1.2336, 3.9742)  0.0712
H (0.1157, 1.2356, 1.8239)  0.0568
C (-4.9425, 0.8532, 2.1946)  -0.0969
C (-3.7643, 0.1814, 1.4302)  -0.3611
O (-3.8064, 0.4652, 0.0748)  -0.0264
H (-4.6385, 1.9023, 1.9191)  0.0851
H (-4.8221, 0.2929, 3.3067)  0.1355
H (-5.8597, 0.4909, 1.8993)  0.0165
H (-3.9960, -0.9158, 1.9124)  0.1399
H (-2.8099, 0.4398, 1.7585)  0.0691
H (-3.0720, 0.1226, -0.2856)  -0.0356
C (-0.8053, -4.8900, 3.4028)  -0.0890
C (-0.0224, -3.6241, 3.7358)  -0.3663
O (-0.4325, -2.3640, 3.3030)  -0.1033
H (-0.3735, -5.8145, 3.7963)  0.0733
H (-0.6575, -5.0828, 2.3855)  0.0291
H (-1.8463, -4.7155, 3.7295)  0.0885
H (1.3317, -3.5365, 3.4267)  0.1865
H (-0.0443, -3.4425, 4.8225)  0.0897
H (-0.4138, -2.4605, 2.3353)  0.0544

The relative energy (zero: lowest compared OMol25 entry of this formula, charge and spin) is 27.1 kcal per mole. The HOMO energy is -7.0 eV. The value obtained for the HOMO-LUMO gap is 9.7 eV. For the LUMO energy, the calculation gives 0.098 Eh. The multiplicity is 1. Its total charge is -1. The value obtained for the total energy is -1620.06794 a.u.

***

[2]
ORCA calculation (ωB97M-V/def2-TZVPD) on the ion C5H13N2 with charge +1 at a distorted geometry.

Each line ends with the Löwdin charge.
Positions of all 20 atoms, in Å:
C (2.3368, 1.4304, -0.9494)  0.0839
N (1.2166, 0.3080, -0.9023)  -0.0123
C (1.3100, -0.5299, 0.3415)  -0.0422
C (0.2698, -0.3145, 1.3181)  -0.0164
C (-1.2028, -0.9155, 1.3502)  -0.1324
C (-2.1833, -0.0780, 0.3305)  -0.2579
N (-1.6201, -0.1209, -1.0434)  -0.0355
H (2.6919, 1.5265, -2.0149)  0.1274
H (3.0881, 1.0469, -0.3568)  0.0591
H (1.8740, 2.2615, -0.5649)  0.0694
H (1.1638, -0.1307, -1.8246)  0.1572
H (0.2132, 0.5007, -0.6958)  0.1001
H (2.2656, -0.9606, 0.6571)  0.1148
H (0.5271, 0.1097, 2.3078)  0.1114
H (-1.3266, -2.0480, 1.1793)  0.1412
H (-1.4636, -0.6993, 2.3529)  0.0730
H (-2.3528, 0.9484, 0.8535)  0.1307
H (-3.2797, -0.4154, 0.3130)  0.1198
H (-1.4298, -1.1517, -1.1989)  0.1146
H (-2.3301, 0.1479, -1.7334)  0.0940

The SMILES is C[NH2+]/C=C\CCN. The relative energy (zero: lowest compared OMol25 entry of this formula, charge and spin) is 127.3 kcal per mole. The HOMO energy is -12.9 eV. The value obtained for the HOMO-LUMO gap is 8.0 eV. For the LUMO energy, the calculation gives -0.179 Eh. The multiplicity is 1. Its total charge is +1. The value obtained for the total energy is -307.41874 a.u.